Below is a molecular structure, C36H41IN6NaSe2, with properties calculated with the ωB97M-V functional and the def2-TZVPD basis.

XYZ file:
```
87
Properties=species:S:1:pos:R:3
Na -0.34 0.10 0.16
Se 1.85 -1.84 -1.23
Se 2.90 -1.06 0.74
C 3.90 0.29 -0.18
C 4.74 1.10 0.58
C 5.40 2.13 -0.06
C 5.21 2.30 -1.43
C 4.37 1.43 -2.09
N 3.71 0.44 -1.48
C 0.70 -3.04 -0.24
C 0.48 -4.32 -0.73
C -0.40 -5.14 -0.03
C -0.98 -4.67 1.13
C -0.69 -3.37 1.53
N 0.12 -2.56 0.85
H 4.86 0.94 1.64
H 6.06 2.79 0.49
H 5.72 3.09 -1.97
H 4.22 1.51 -3.16
H 0.99 -4.67 -1.62
H -0.60 -6.14 -0.39
H -1.65 -5.28 1.71
H -1.15 -2.96 2.42
C -2.66 1.22 0.02
C -3.55 2.01 0.44
C -4.69 2.90 0.27
C -5.37 3.40 1.37
C -6.45 4.26 1.20
C -6.86 4.61 -0.08
C -6.19 4.11 -1.19
C -5.11 3.26 -1.02
H -5.05 3.12 2.36
H -6.98 4.65 2.06
H -7.70 5.28 -0.21
H -6.50 4.38 -2.18
H -4.58 2.87 -1.88
C 1.16 3.48 -3.96
N 0.09 2.52 -3.54
C 0.65 1.16 -3.31
C -0.70 3.05 -2.34
C 0.21 3.34 -1.20
C 0.60 4.67 -0.98
C 1.51 4.97 0.02
C 2.03 3.92 0.77
C 1.61 2.62 0.54
C 0.65 2.25 -0.43
H 1.65 3.08 -4.85
H 1.87 3.56 -3.14
H 0.71 4.44 -4.16
H -0.58 2.46 -4.30
H 1.12 1.15 -2.32
H 1.36 0.93 -4.10
H -0.18 0.45 -3.33
H -1.41 2.25 -2.11
H -1.23 3.93 -2.72
H 0.18 5.47 -1.59
H 1.81 6.00 0.20
H 2.76 4.14 1.55
H 2.05 1.84 1.17
N -2.19 1.70 3.29
C -0.90 2.29 2.92
C 0.26 1.75 3.74
N 0.26 0.30 3.60
C -0.95 -0.26 4.18
C -2.14 0.24 3.38
H -3.14 1.81 1.53
H -2.52 2.10 4.16
H -0.97 3.37 2.97
H -0.69 2.03 1.88
H 0.16 2.06 4.79
H 1.19 2.16 3.36
H 1.09 -0.11 4.02
H -1.07 0.03 5.24
H -0.90 -1.35 4.15
H -3.08 -0.12 3.80
H -2.06 -0.15 2.36
I -3.06 -4.15 -3.94
C -3.47 -3.28 -2.10
C -4.66 -3.51 -1.43
C -4.85 -2.91 -0.20
C -3.84 -2.11 0.32
N -2.69 -1.89 -0.32
C -2.51 -2.46 -1.51
H -5.42 -4.14 -1.87
H -5.76 -3.06 0.35
H -3.96 -1.62 1.27
H -1.57 -2.28 -2.01
```

Results
Total energy ... -190138.070 eV
Total charge ... +1
HOMO ... -9.403 eV
Frontier orbital gap ... 7.039 eV
LUMO energy ... -2.36 eV